1.
Formula: C21H40BF9N3O7S
Source: OMol25
Level of theory: wB97M-V/def2-TZVPD

## Properties
- E_LUMO: 1.932 eV
- HOMO-LUMO gap: 0.214 hartree
- Net charge: -1
- Molar mass: 660.426 g/mol
- E: -2837.03570 Eh

Each line ends with the Mulliken charge.
Element x y z (Å)
C1 -1.128 0.573 -2.092  -1.208
C2 -0.271 -0.483 -1.418  0.146
O1 0.125 0.047 -0.154  -0.664
B1 1.530 -0.415 0.057  0.892
C3 1.973 -0.803 1.593  -0.746
C4 3.045 0.128 2.137  -0.419
C5 3.174 0.122 3.669  0.033
C6 4.578 0.424 4.140  -0.910
O2 4.939 1.789 3.862  -0.344
C7 5.595 1.996 2.712  0.175
O3 6.516 1.319 2.287  -0.534
O4 1.744 -1.449 -0.995  -0.984
C8 1.058 -0.861 -2.070  0.588
C9 0.990 -1.806 -3.267  -1.149
C10 1.737 -1.332 -4.519  -1.506
C11 0.868 -0.724 -5.613  1.074
F1 0.767 -1.647 -6.635  -0.389
F2 -0.400 -0.475 -5.234  -0.258
C12 1.485 0.520 -6.332  0.507
F3 0.977 0.596 -7.593  -0.266
F4 2.828 0.321 -6.449  -0.289
S1 1.169 2.185 -5.499  1.381
F5 -0.365 2.029 -5.835  -0.283
F6 0.980 1.493 -4.116  -0.219
F7 2.701 2.408 -5.181  -0.330
F8 1.387 2.926 -6.899  -0.357
F9 0.848 3.577 -4.840  -0.325
H1 -1.176 0.427 -3.170  0.085
H2 -0.660 1.526 -1.898  0.326
H3 -2.128 0.545 -1.677  0.373
H4 -0.781 -1.427 -1.206  0.231
H5 2.280 0.555 -0.285  -0.307
H6 2.311 -1.836 1.633  0.233
H7 1.093 -0.661 2.224  0.107
H8 2.858 1.148 1.818  0.281
H9 4.009 -0.148 1.703  0.249
H10 2.548 0.919 4.059  0.055
H11 2.882 -0.815 4.125  0.296
H12 5.296 -0.275 3.728  0.440
H13 4.612 0.295 5.217  0.427
H14 5.255 2.875 2.158  0.404
H15 1.674 0.005 -2.339  0.106
H16 -0.031 -2.113 -3.471  0.419
H17 1.510 -2.698 -2.932  0.508
H18 2.532 -0.657 -4.228  0.529
H19 2.219 -2.190 -4.964  0.600
C13 -0.154 0.547 7.686  -1.343
C14 0.097 0.417 6.201  0.957
O5 0.805 -0.459 5.736  -0.639
N1 -0.505 1.317 5.383  -0.074
C15 -1.387 2.409 5.744  -0.913
H20 0.388 -0.247 8.191  0.292
H21 0.202 1.508 8.060  0.407
H22 -1.219 0.448 7.901  0.214
H23 -0.295 1.174 4.406  0.184
H24 -2.358 2.278 5.264  0.267
H25 -0.960 3.358 5.412  0.304
H26 -1.536 2.445 6.817  0.343
C16 -5.593 -0.506 8.753  -1.372
C17 -4.213 -0.671 8.161  0.849
O6 -3.675 0.213 7.515  -0.611
N2 -3.578 -1.854 8.367  -0.124
C18 -4.050 -3.014 9.099  -0.885
H27 -5.958 0.483 8.499  0.289
H28 -6.278 -1.250 8.347  0.370
H29 -5.560 -0.601 9.839  0.369
H30 -2.665 -1.901 7.940  0.204
H31 -3.368 -3.240 9.921  0.291
H32 -4.091 -3.881 8.438  0.293
H33 -5.039 -2.837 9.505  0.332
C19 -2.378 -0.040 -8.334  -0.833
C20 -3.111 -0.372 -9.610  0.406
O7 -4.326 -0.465 -9.666  -0.665
N3 -2.350 -0.569 -10.722  -0.151
C21 -0.905 -0.503 -10.842  -0.483
H34 -3.103 0.089 -7.537  0.379
H35 -1.697 -0.847 -8.060  0.229
H36 -1.812 0.886 -8.445  0.311
H37 -2.889 -0.787 -11.544  0.223
H38 -0.624 0.263 -11.567  0.284
H39 -0.514 -1.463 -11.184  0.280
H40 -0.449 -0.264 -9.887  0.037

2.
Formula: C2H5NO
Source: OMol25
Level of theory: wB97M-V/def2-TZVPD

## Properties
- E_LUMO: 0.777 eV
- HOMO-LUMO gap: 0.322 hartree
- Net charge: 0
- Molar mass: 59.068 g/mol
- E: -209.05484 Eh

Each line ends with the Mulliken charge.
Element x y z (Å)
C1 0.329 0.243 -1.270  -0.493
C2 -0.044 -0.651 0.345  -0.100
O1 1.210 -0.246 0.233  -0.323
N1 -0.656 -0.218 1.473  -0.314
H1 1.106 1.005 -1.425  0.241
H2 -0.654 0.731 -1.302  0.281
H3 0.403 -0.592 -1.962  0.255
H4 -0.122 0.297 2.183  0.217
H5 -1.573 -0.570 1.725  0.238

3.
Formula: C24H25BrF6N4O3PdS
Source: OMol25
Level of theory: wB97M-V/def2-TZVPD

## Properties
- E_LUMO (alpha / beta): -6.702 / -8.946 eV
- HOMO-LUMO gap (alpha / beta): 0.255 / 0.183 hartree
- Net charge: +2
- Molar mass: 749.868 g/mol
- Expectation value of S²: 6.10
- Spin multiplicity: 5
- E: -5072.88154 Eh

Each line ends with the Mulliken charge.
Element x y z (Å)
Pd1 0.735 1.029 0.449  0.362
O1 3.183 -0.842 3.005  -0.576
C1 2.516 -1.971 3.121  0.453
C2 3.245 -3.164 3.335  -0.556
C3 2.590 -4.356 3.522  -0.575
C4 1.198 -4.404 3.493  -0.617
C5 0.466 -3.238 3.270  -0.609
C6 1.100 -2.029 3.061  0.384
C7 0.278 -0.740 2.812  0.692
O2 1.033 0.329 2.472  -0.904
N1 -0.730 -1.039 1.783  0.321
N2 -0.379 -0.951 0.526  -0.130
C8 -1.202 -1.268 -0.438  -0.305
C9 -0.928 -1.036 -1.800  -0.089
Br1 0.539 0.138 -2.184  -0.108
C10 -1.654 -1.457 -2.888  -0.670
C11 -2.586 -2.530 -2.944  0.842
C12 -2.542 -3.623 -2.050  -0.234
C13 -3.423 -4.670 -2.185  -0.724
C14 -4.378 -4.654 -3.200  -0.363
C15 -4.426 -3.593 -4.102  -0.611
C16 -3.532 -2.554 -3.996  -0.538
H1 2.510 -0.105 2.898  0.336
H2 4.322 -3.090 3.365  0.519
H3 3.152 -5.259 3.698  0.444
H4 0.679 -5.337 3.655  0.456
H5 -0.611 -3.292 3.278  0.450
H6 -0.291 -0.533 3.742  0.369
H7 -1.708 -1.188 2.029  0.316
H8 -2.186 -1.681 -0.207  0.700
H9 -1.474 -0.942 -3.823  0.400
H10 -1.761 -3.670 -1.306  0.576
H11 -3.366 -5.517 -1.520  0.414
H12 -5.067 -5.478 -3.301  0.422
H13 -5.158 -3.593 -4.894  0.421
H14 -3.566 -1.733 -4.696  0.402
C17 -1.494 3.913 -1.040  -1.540
C18 -1.682 2.831 0.031  1.370
O3 -1.153 1.625 -0.303  -0.215
C19 -0.974 3.247 1.334  0.105
F1 0.363 3.425 1.033  -0.162
F2 -1.377 4.333 1.941  -0.265
F3 -0.965 2.224 2.211  -0.198
C20 -3.199 2.623 0.305  0.536
F4 -3.821 2.268 -0.819  -0.267
F5 -3.787 3.713 0.782  -0.252
F6 -3.396 1.625 1.179  -0.239
H15 -0.429 4.087 -1.194  0.129
H16 -1.975 4.843 -0.748  0.445
H17 -1.934 3.544 -1.963  0.450
C21 3.425 1.975 -2.497  -1.138
N3 3.252 2.542 -1.189  0.184
C22 3.237 3.989 -0.998  -0.539
C23 3.314 4.144 0.527  -0.558
N4 3.000 2.797 0.987  0.114
C24 3.052 1.917 -0.037  -0.077
S1 3.084 0.217 0.214  -0.210
H18 4.327 2.389 -2.948  0.343
H19 2.579 2.217 -3.144  0.367
H20 3.532 0.894 -2.429  0.414
H21 2.313 4.403 -1.413  0.226
H22 4.078 4.447 -1.519  0.420
H23 2.586 4.854 0.915  0.248
H24 4.314 4.438 0.858  0.421
H25 3.151 2.520 1.946  0.219

4.
Formula: C8H8MnN2O3
Source: OMol25
Level of theory: wB97M-V/def2-TZVPD

## Properties
- E_LUMO (alpha / beta): -7.949 / -12.842 eV
- HOMO-LUMO gap (alpha / beta): 0.346 / 0.113 hartree
- Net charge: +2
- Molar mass: 235.101 g/mol
- Expectation value of S²: 8.81
- Spin multiplicity: 6
- E: -1795.06790 Eh

Each line ends with the Mulliken charge.
Element x y z (Å)
O1 -0.005 4.086 -3.711  -0.088
C1 -0.006 3.596 -2.683  0.078
Mn1 -0.005 -1.322 -1.777  0.160
C2 1.553 -1.379 -2.688  0.316
C3 -1.568 -1.377 -2.689  0.311
O2 2.570 -1.370 -3.282  -0.181
O3 -2.573 -1.366 -3.275  -0.159
C4 0.009 2.032 2.762  -1.035
C5 0.005 0.894 1.807  0.986
C6 0.004 -0.486 1.996  -0.936
C7 -0.001 -1.080 0.692  0.493
N1 -0.001 -0.106 -0.231  -0.224
N2 0.001 1.095 0.485  0.003
C8 -0.004 -2.482 0.192  -0.694
H1 -0.866 2.019 3.427  0.353
H2 0.891 2.020 3.418  0.352
H3 0.006 3.011 2.261  0.332
H4 0.006 -0.983 2.934  0.440
H5 0.001 1.999 0.013  0.221
H6 0.899 -2.978 0.611  0.448
H7 -0.905 -2.976 0.618  0.448
H8 -0.010 -2.848 -0.880  0.375